{"formula": "C22H21FeN2Si", "method": "ωB97M-V/def2-TZVPD", "elements": ["Fe", "N", "C", "C", "C", "C", "C", "C", "C", "C", "N", "C", "H", "H", "H", "H", "H", "H", "H", "H", "C", "H", "H", "C", "C", "C", "C", "C", "C", "Si", "C", "C", "C", "C", "C", "C", "H", "H", "H", "H", "H", "H", "H", "H", "H", "H", "H"], "coordinates": [[-0.362, -0.796, 0.420], [2.005, -0.650, 0.279], [2.486, -0.486, 1.647], [3.855, -0.328, 1.899], [4.308, -0.098, 3.181], [3.407, -0.030, 4.232], [2.030, -0.217, 4.023], [1.078, -0.168, 5.058], [-0.277, -0.346, 4.753], [-0.657, -0.570, 3.458], [0.230, -0.639, 2.429], [1.559, -0.449, 2.695], [2.577, -1.351, -0.191], [2.158, 0.229, -0.217], [4.559, -0.380, 1.079], [5.363, 0.038, 3.366], [3.752, 0.171, 5.232], [1.391, 0.016, 6.073], [-1.026, -0.302, 5.529], [-1.697, -0.704, 3.180], [-1.164, 1.192, -0.101], [-0.756, 1.725, -0.955], [-0.825, 1.654, 0.828], [-4.375, 2.227, -4.432], [-3.516, 1.149, -4.314], [-3.148, 0.698, -3.061], [-3.625, 1.300, -1.902], [-4.502, 2.369, -2.044], [-4.870, 2.837, -3.292], [-2.983, 0.802, -0.192], [-3.123, -1.097, 0.062], [-2.420, -1.981, -0.772], [-2.534, -3.358, -0.626], [-3.315, -3.881, 0.391], [-4.004, -3.024, 1.232], [-3.916, -1.653, 1.059], [-4.656, 2.592, -5.406], [-3.130, 0.666, -5.201], [-2.474, -0.141, -2.986], [-4.902, 2.840, -1.158], [-5.538, 3.681, -3.383], [-3.898, 1.412, 0.799], [-1.859, -1.588, -1.619], [-2.035, -4.022, -1.318], [-3.389, -4.951, 0.522], [-4.617, -3.430, 2.023], [-4.492, -1.000, 1.699]], "atomic_forces_ev_per_a": [[-0.2323, 0.5081, -0.1990], [-0.0279, 0.0656, 0.4922], [1.5552, 0.1359, -1.0244], [-1.6553, -0.3252, -0.8312], [-0.2815, 0.1657, 1.5364], [0.6533, -0.0338, -0.4516], [-0.1761, -0.0196, -0.4081], [-1.3775, -0.1741, -0.4234], [1.6736, 0.4444, 1.5441], [1.0374, -0.3362, -2.6214], [-1.2096, 0.2783, 0.6301], [-0.6436, -0.1137, 0.7418], [-0.1912, 0.1218, 0.0451], [-0.2745, -0.2229, 0.0366], [-0.0497, 0.0338, -0.1060], [0.0498, 0.0125, 0.0388], [0.0995, 0.0124, 0.1944], [0.0731, 0.0061, 0.1392], [-0.0210, 0.0104, 0.0793], [0.0937, -0.0423, -0.0118], [-0.2274, -1.2393, 0.6298], [-0.0418, 0.1072, -0.1378], [-0.1491, 0.3102, 0.0010], [-0.0376, 0.0699, -0.0281], [0.0301, -0.0355, -0.1898], [0.0924, -0.1341, 0.0172], [-0.0432, -0.2133, 0.4487], [-0.0223, -0.0105, 0.1480], [-0.0856, 0.1146, -0.1407], [1.4304, -0.0813, -0.3908], [0.0593, 0.5310, -0.2165], [0.0851, 0.2632, -0.1291], [0.0238, -0.0666, 0.0817], [0.1344, -0.0348, -0.0921], [-0.0510, -0.0601, 0.1673], [-0.0907, -0.0479, 0.1202], [-0.0576, 0.0540, -0.1590], [0.0245, -0.0370, -0.0453], [0.1300, -0.0901, -0.0569], [-0.0645, 0.1413, 0.1080], [-0.0864, 0.0652, 0.0168], [-0.1557, -0.0031, 0.1701], [0.0858, -0.0495, 0.1253], [0.1128, -0.0384, -0.0400], [-0.0426, -0.0821, -0.0036], [-0.0899, -0.0378, 0.0817], [-0.0586, 0.0776, 0.1126]], "lowdin_spin": [1.01, 0.01, 0.00, 0.00, 0.00, 0.00, 0.00, -0.02, 0.00, -0.01, 0.01, 0.00, 0.00, 0.00, 0.00, 0.00, 0.00, 0.00, 0.00, 0.00, -0.01, 0.00, 0.00, 0.00, 0.00, 0.00, 0.00, 0.00, 0.00, 0.00, 0.00, 0.01, 0.00, 0.00, 0.00, 0.01, 0.00, 0.00, 0.00, 0.00, 0.00, 0.00, 0.00, 0.00, 0.00, 0.00, 0.00], "energy_ev": -68396.7622, "gap_ev": [5.8905, 5.1857], "multiplicity": 2, "s2": 0.774}


{"formula": "C22H21I2IrN5O3S", "method": "ωB97M-V/def2-TZVPD", "elements": ["Ir", "I", "C", "C", "C", "I", "C", "C", "C", "C", "N", "C", "C", "O", "H", "H", "H", "H", "N", "C", "C", "C", "C", "C", "C", "C", "C", "N", "C", "H", "H", "H", "H", "H", "H", "H", "H", "C", "C", "O", "O", "H", "H", "H", "C", "N", "C", "N", "S", "H", "H", "H", "H", "H", "H"], "coordinates": [[0.571, -0.186, -0.578], [4.706, 2.574, -2.127], [4.529, 0.998, -0.796], [5.669, 0.478, -0.147], [5.592, -0.546, 0.760], [7.334, -1.242, 1.666], [4.331, -1.114, 1.073], [4.069, -2.144, 2.005], [2.786, -2.571, 2.220], [1.725, -1.996, 1.504], [1.949, -1.043, 0.625], [3.215, -0.591, 0.399], [3.286, 0.465, -0.541], [2.163, 0.897, -1.096], [6.631, 0.915, -0.378], [4.892, -2.587, 2.550], [2.571, -3.351, 2.936], [0.696, -2.305, 1.636], [-1.225, 0.481, -1.512], [-1.361, 1.905, -1.341], [-2.116, 2.732, -2.112], [-2.228, 4.100, -1.771], [-1.599, 4.599, -0.668], [-0.795, 3.756, 0.139], [-0.049, 4.212, 1.250], [0.765, 3.344, 1.916], [0.847, 2.010, 1.484], [0.140, 1.543, 0.479], [-0.681, 2.403, -0.208], [-1.859, 0.069, -0.782], [-1.516, 0.132, -2.419], [-2.637, 2.345, -2.980], [-2.827, 4.749, -2.394], [-1.687, 5.645, -0.407], [-0.119, 5.251, 1.548], [1.365, 3.659, 2.757], [1.503, 1.307, 1.981], [0.222, -3.857, -2.325], [0.231, -2.547, -1.610], [1.053, -1.640, -1.941], [-0.563, -2.288, -0.663], [1.077, -3.934, -2.991], [-0.697, -3.943, -2.905], [0.233, -4.667, -1.597], [-6.064, -0.691, 1.130], [-5.236, -1.765, 0.606], [-3.899, -1.777, 0.576], [-3.317, -2.911, 0.149], [-2.955, -0.465, 1.095], [-6.847, -1.114, 1.757], [-6.519, -0.120, 0.321], [-5.443, -0.029, 1.725], [-5.716, -2.589, 0.281], [-3.869, -3.675, -0.204], [-2.329, -2.881, -0.078]], "atomic_forces_ev_per_a": [[-0.0332, -0.9222, -0.0752], [0.0012, 0.0043, -0.0056], [0.0159, -0.0233, 0.0158], [0.0038, 0.0154, -0.0120], [-0.0048, -0.0224, 0.0125], [-0.0008, 0.0066, -0.0024], [0.0031, 0.0208, -0.0058], [-0.0080, -0.0033, 0.0013], [-0.0033, -0.0104, 0.0151], [0.0581, 0.0141, -0.0066], [0.1894, 0.1778, -0.0574], [-0.0421, 0.0529, 0.0009], [-0.0409, 0.0300, 0.0222], [-0.3091, 0.3226, -0.2421], [0.0003, -0.0015, -0.0007], [0.0011, 0.0033, 0.0009], [0.0072, -0.0007, 0.0015], [-0.0012, -0.0091, -0.0121], [0.2227, 0.2119, 0.2711], [-0.0248, -0.0353, 0.0954], [-0.0094, 0.0083, -0.0102], [0.0041, -0.0118, 0.0084], [0.0015, -0.0122, -0.0072], [-0.0046, 0.0409, 0.0127], [-0.0008, -0.0190, 0.0041], [-0.0222, -0.0043, -0.0030], [-0.1160, -0.0913, 0.1519], [0.0104, -0.1569, 0.0918], [0.0913, 0.0423, -0.0771], [-0.0475, -0.2020, -0.3789], [0.1142, 0.1911, -0.1116], [-0.0041, 0.0026, 0.0000], [0.0024, -0.0008, -0.0033], [-0.0023, -0.0003, 0.0012], [0.0041, 0.0011, -0.0022], [-0.0049, 0.0020, 0.0033], [0.0140, 0.0022, -0.0148], [-0.0335, 0.0103, -0.0026], [-0.0753, -0.0654, 0.1187], [0.1367, -0.1070, 0.0130], [-0.1453, 0.3823, 0.1898], [0.0001, 0.0041, -0.0009], [0.0000, 0.0006, 0.0012], [0.0027, -0.0017, -0.0020], [-0.0016, 0.0085, -0.0244], [-0.0102, -0.0363, 0.0864], [0.0273, 0.0120, 0.0473], [0.0277, 0.0436, -0.1786], [0.0238, 0.1234, -0.0482], [-0.0026, -0.0048, -0.0070], [0.0052, 0.0067, 0.0002], [-0.0033, -0.0054, 0.0055], [-0.0049, -0.0046, 0.0173], [0.0072, 0.0081, 0.0028], [-0.0192, 0.0022, 0.0993]], "nbo_charge": [1.28, 0.21, -0.22, -0.21, -0.18, 0.19, -0.13, -0.09, -0.26, 0.07, -0.41, 0.16, 0.26, -0.62, 0.25, 0.24, 0.24, 0.24, -0.83, 0.12, -0.19, -0.18, -0.17, -0.09, -0.08, -0.25, 0.11, -0.42, 0.21, 0.44, 0.42, 0.23, 0.24, 0.23, 0.23, 0.24, 0.22, -0.72, 0.80, -0.63, -0.74, 0.25, 0.25, 0.25, -0.42, -0.57, 0.34, -0.80, -0.37, 0.21, 0.20, 0.24, 0.39, 0.39, 0.45], "charge": 1, "energy_ev": -66621.1144, "gap_ev": 7.0970, "de_lowest_kcal_mol": 38.80}


{"formula": "C22H21IrN5O2", "method": "ωB97M-V/def2-TZVPD", "elements": ["Ir", "C", "C", "C", "C", "N", "C", "C", "C", "C", "C", "C", "N", "H", "H", "H", "H", "H", "H", "H", "H", "O", "C", "C", "C", "C", "C", "C", "N", "H", "H", "H", "H", "H", "H", "H", "N", "C", "O", "C", "C", "C", "N", "C", "C", "H", "H", "H", "H", "H", "H"], "coordinates": [[-0.249, 0.723, -0.417], [0.021, 1.284, 3.795], [-0.553, 0.117, 4.281], [-0.988, -0.856, 3.388], [-0.844, -0.637, 2.033], [-0.288, 0.510, 1.572], [0.142, 1.449, 2.427], [-1.254, -1.554, 0.959], [-1.859, -2.784, 1.129], [-2.201, -3.540, 0.015], [-1.925, -3.050, -1.255], [-1.318, -1.818, -1.380], [-0.992, -1.095, -0.294], [0.369, 2.064, 4.459], [-0.664, -0.036, 5.347], [-1.436, -1.769, 3.757], [0.572, 2.347, 2.000], [-2.071, -3.154, 2.123], [-2.683, -4.502, 0.140], [-2.178, -3.610, -2.145], [-1.086, -1.393, -2.346], [-0.280, 1.266, -2.428], [-1.533, 1.819, -2.955], [-2.486, 1.989, -1.813], [-3.706, 2.604, -2.019], [-4.586, 2.740, -0.960], [-4.215, 2.257, 0.292], [-2.986, 1.664, 0.439], [-2.120, 1.524, -0.597], [0.248, 0.881, -3.142], [-1.932, 1.134, -3.706], [-1.311, 2.774, -3.432], [-3.963, 2.975, -3.004], [-5.546, 3.219, -1.105], [-4.870, 2.347, 1.148], [-2.663, 1.296, 1.401], [6.768, -0.912, -1.137], [5.833, -1.180, -0.269], [6.138, -1.839, 0.793], [4.393, -0.755, -0.392], [3.422, -1.539, 0.221], [2.102, -1.124, 0.173], [1.725, 0.010, -0.439], [2.669, 0.766, -1.030], [4.010, 0.421, -1.031], [7.737, -1.205, -0.960], [6.580, -0.450, -2.028], [3.671, -2.457, 0.736], [1.327, -1.714, 0.644], [2.348, 1.686, -1.506], [4.715, 1.107, -1.483]], "atomic_forces_ev_per_a": [[-0.0932, -0.0111, -0.5092], [-0.0005, -0.0167, 0.0280], [0.0220, 0.0371, 0.0193], [-0.0137, -0.0635, 0.0322], [0.0270, 0.0178, -0.0195], [0.0100, -0.0222, 0.2096], [-0.0579, -0.0350, -0.0093], [-0.0794, 0.0163, -0.0642], [0.0024, -0.0136, 0.0518], [-0.0146, -0.0333, -0.0424], [0.0006, -0.0302, -0.0033], [-0.0042, -0.0155, 0.1186], [-0.1574, -0.0998, 0.0791], [-0.0001, -0.0045, 0.0058], [-0.0039, 0.0061, 0.0016], [-0.0005, 0.0092, -0.0138], [-0.0065, -0.0012, -0.0142], [0.0042, 0.0111, -0.0050], [-0.0019, 0.0000, -0.0055], [-0.0022, -0.0068, 0.0054], [-0.0010, 0.0236, 0.0072], [0.0480, -0.0202, -0.1701], [-0.0441, 0.0318, -0.0929], [-0.0448, 0.0140, 0.0763], [0.0332, -0.0042, -0.0405], [-0.0314, -0.0006, 0.0500], [-0.0432, 0.0237, -0.0262], [0.0637, -0.0059, -0.1296], [-0.2216, 0.1864, 0.3260], [0.0245, 0.0402, 0.0095], [0.0121, -0.0289, 0.0342], [0.0395, -0.0109, 0.0219], [0.0035, -0.0043, -0.0031], [0.0012, 0.0002, 0.0017], [-0.0076, 0.0057, -0.0074], [0.0245, -0.0139, -0.0117], [0.4198, -0.0825, -0.3848], [-1.1574, -0.1982, 0.8878], [0.5482, 0.0925, -0.3257], [0.2297, 0.1599, -0.3596], [-0.0373, -0.0012, -0.0086], [0.1039, -0.0409, -0.0172], [0.2676, 0.1056, 0.0805], [0.0702, -0.0294, 0.0236], [-0.0742, -0.0162, 0.0298], [-0.0278, -0.0673, 0.0901], [0.0749, 0.1291, 0.0542], [0.0246, 0.0075, 0.0244], [0.0779, 0.0112, -0.0225], [-0.0032, -0.0153, 0.0417], [-0.0038, -0.0358, -0.0242]], "lowdin_spin": [0.00, 0.00, 0.00, 0.00, 0.00, 0.00, 0.00, 0.00, 0.00, 0.00, 0.00, 0.00, 0.00, 0.00, 0.00, 0.00, 0.00, 0.00, 0.00, 0.00, 0.00, 0.00, 0.00, 0.00, 0.00, 0.00, 0.00, 0.00, 0.00, 0.00, 0.00, 0.00, 0.00, 0.00, 0.00, 0.00, 0.36, 0.01, 0.64, 0.00, -0.01, 0.00, -0.01, 0.00, -0.01, 0.00, 0.01, 0.00, 0.00, 0.00, 0.00], "charge": 4, "energy_ev": -37498.1297, "gap_ev": [7.8938, 4.7271], "multiplicity": 2, "s2": 0.788}


{"formula": "C22H21MoN3O6S3", "method": "ωB97M-V/def2-TZVPD", "elements": ["Mo", "C", "C", "N", "N", "C", "S", "S", "C", "C", "C", "C", "C", "C", "C", "C", "C", "C", "C", "C", "C", "O", "H", "H", "H", "H", "H", "H", "H", "H", "H", "H", "H", "H", "H", "H", "O", "C", "C", "C", "C", "C", "C", "N", "H", "H", "H", "H", "H", "H", "H", "O", "S", "O", "O", "O"], "coordinates": [[-1.835, -0.190, -1.046], [-1.997, 3.856, -0.637], [-1.257, 2.612, -0.373], [-2.002, 1.606, 0.223], [-1.695, 1.440, 1.515], [-2.143, 0.282, 1.971], [-2.884, -0.928, 1.015], [-2.044, -0.089, 3.630], [-0.431, 0.656, 4.090], [0.801, -0.252, 3.834], [2.063, 0.203, 4.164], [3.214, -0.576, 4.107], [3.104, -1.871, 3.654], [1.849, -2.379, 3.333], [0.686, -1.595, 3.432], [0.142, 2.420, -0.597], [1.018, 3.458, -0.900], [2.413, 3.231, -1.120], [2.978, 1.975, -1.044], [2.093, 0.969, -0.601], [0.719, 1.094, -0.390], [0.045, 0.015, -0.088], [-3.055, 3.663, -0.587], [-1.820, 4.217, -1.628], [-1.801, 4.633, 0.146], [-0.456, 0.929, 5.154], [-0.230, 1.547, 3.527], [2.088, 1.271, 4.327], [4.166, -0.141, 4.363], [3.995, -2.473, 3.446], [1.776, -3.401, 3.000], [-0.295, -2.011, 3.164], [0.630, 4.488, -0.967], [3.013, 4.081, -1.391], [4.015, 1.752, -1.176], [2.497, -0.043, -0.409], [-1.067, 0.330, -3.035], [-0.100, -0.530, -3.504], [0.037, -1.802, -2.678], [1.207, -2.582, -2.846], [1.335, -3.736, -2.053], [0.346, -4.020, -1.106], [-0.741, -3.143, -0.981], [-0.789, -1.973, -1.622], [-2.535, 0.078, -3.839], [0.908, -0.037, -3.572], [-0.362, -0.819, -4.535], [2.011, -2.229, -3.475], [2.160, -4.345, -2.207], [0.325, -4.980, -0.551], [-1.561, -3.337, -0.277], [-3.618, -0.109, -4.021], [-4.190, -0.243, -2.554], [-5.614, -0.341, -2.692], [-3.644, 0.864, -1.665], [-3.469, -1.494, -1.930]], "atomic_forces_ev_per_a": [[-1.3664, 0.9336, 0.9401], [-0.3699, 0.3537, -0.0737], [0.5197, -0.8174, 0.6449], [0.1242, 0.5997, -2.1968], [-0.1414, -2.4067, 1.7351], [1.0932, 1.8393, -0.9249], [-0.0900, -0.4150, -0.8373], [0.6630, 0.2854, 1.9007], [0.9079, -0.8706, -0.1567], [-1.0152, -1.5479, 0.3944], [-0.1257, 0.8254, -0.3212], [-0.4700, 0.5587, -0.1946], [0.1098, -0.5869, -0.3985], [-0.5121, 0.4350, 0.0050], [0.3702, 0.0701, -0.0589], [-0.4779, -0.8933, 1.0368], [2.0803, 0.5341, -0.6741], [-1.7865, 1.5847, -0.2959], [-2.5985, -1.0765, 1.4955], [1.8536, -1.1504, -0.2060], [0.0473, 0.6016, -0.3541], [-0.7337, 0.3027, -0.9144], [-0.3879, -0.3110, 0.1901], [0.4957, 0.7020, -0.5352], [0.2346, -0.6600, -0.6196], [-0.2011, -0.2018, -0.2940], [-0.4772, 0.6302, -0.2737], [0.5289, 0.1829, 0.5675], [0.1556, 0.0292, -0.0274], [-0.3140, 0.1277, 0.3990], [-0.0951, -0.1803, -0.1346], [0.5247, 0.1671, 0.1823], [0.2771, -0.6109, -0.0301], [0.1408, 0.2456, -0.0210], [0.3884, 0.0779, -0.2106], [-0.2977, 0.5881, -0.2033], [-1.3580, -0.1034, 1.1698], [0.4165, -0.2071, -0.3549], [2.1437, 0.9287, 0.5229], [-1.4396, -0.5946, 1.1750], [-1.6078, 2.0089, -0.0996], [-1.0073, -0.5042, -0.4707], [0.6135, -0.6029, 1.1930], [0.1743, -0.5799, -1.8295], [-2.0114, -0.2379, -0.3038], [-0.6346, -0.3281, 0.1919], [0.2489, -0.1945, 0.0392], [-0.2089, -0.2037, -0.3834], [1.4585, -1.1528, 0.0386], [0.1281, 0.8784, -0.3464], [0.5316, 0.1734, -0.1896], [2.6575, 0.7282, 1.7515], [-0.2668, -1.9801, 0.3995], [1.4078, 0.2195, 0.4257], [0.0105, -1.0048, -1.4140], [-0.3112, 2.8110, -1.0500]], "lowdin_spin": [1.74, 0.00, -0.03, 0.03, 0.05, 0.02, 0.07, 0.01, 0.00, 0.00, 0.00, 0.00, 0.00, 0.00, 0.00, 0.00, -0.01, 0.00, -0.01, 0.00, 0.00, 0.01, 0.00, 0.00, 0.00, 0.00, 0.00, 0.00, 0.00, 0.00, 0.00, 0.00, 0.00, 0.00, 0.00, 0.00, 0.07, 0.01, 0.00, 0.00, 0.00, 0.00, 0.00, 0.00, 0.00, 0.00, 0.00, 0.00, 0.00, 0.00, 0.00, 0.00, 0.01, 0.00, 0.02, 0.01], "energy_ev": -74269.9960, "gap_ev": [5.5351, 5.2892], "multiplicity": 3, "s2": 2.062, "de_lowest_kcal_mol": 24.56}